# 1
ORCA calculation (the ωB97M-V functional and the def2-TZVPD basis) on a 10-piece molecular cluster, C29H71Cl4N10O8P overall in a non-equilibrium geometry.

Output
- SMILES = CN(C)P(=O)(N(C)C)N(C)C.CN(C)C=O.CN(C)C=O.CN(C)C=O.CN(C)C=O.CN(C)C=O.CN(C)C=O.CN(C)C=O.ClCCl.ClCCl
- E_HOMO (eV) = -8.5
- lowest unoccupied orbital energy (eV) = 0.483
- multiplicity = 1

Geometry (Å):
1 C 3.64131 -2.49312 4.44646
2 Cl 3.88341 -1.71630 2.83823
3 Cl 3.54503 -1.22989 5.68247
4 H 2.63125 -2.89505 4.49799
5 H 4.50616 -3.08943 4.64029
6 C 1.90839 2.51599 4.30839
7 Cl 2.80811 3.42601 3.09669
8 Cl 1.20333 3.58652 5.58225
9 H 1.08397 2.04706 3.75981
10 H 2.55370 1.76909 4.77677
11 C -2.69033 -3.81791 -2.32014
12 O -2.42984 -3.47924 -1.19766
13 N -1.92490 -3.79184 -3.41788
14 C -2.35523 -4.27506 -4.64572
15 C -0.53438 -3.22041 -3.33497
16 H -3.70319 -4.22454 -2.44782
17 H -1.56570 -4.88289 -5.15762
18 H -2.58800 -3.39174 -5.33847
19 H -3.27709 -4.85431 -4.47004
20 H -0.56050 -2.27507 -3.83499
21 H -0.32654 -3.02725 -2.30329
22 H 0.18555 -3.91333 -3.79462
23 C 0.35138 -0.41045 2.05165
24 O 0.25612 0.80230 2.20125
25 N 0.26644 -1.09780 0.93603
26 C 0.00023 -2.51057 1.01734
27 C 0.09110 -0.38189 -0.30333
28 H 0.51869 -1.03416 2.98268
29 H -0.17125 -2.86869 2.08314
30 H 0.83914 -3.13048 0.68463
31 H -0.85364 -2.82733 0.43953
32 H -0.99859 -0.34853 -0.47988
33 H 0.35374 0.64664 -0.16794
34 H 0.55623 -0.83719 -1.17164
35 C 1.93642 0.01204 -4.16160
36 O 0.79902 -0.37011 -4.27108
37 N 2.26552 1.27521 -3.91354
38 C 3.65696 1.73068 -4.02211
39 C 1.23442 2.25289 -3.92886
40 H 2.85842 -0.59545 -4.29798
41 H 3.74802 2.36996 -4.87840
42 H 4.21597 0.76999 -4.20514
43 H 4.17613 2.15555 -3.14420
44 H 0.29071 1.79942 -3.46731
45 H 1.54151 3.16707 -3.38865
46 H 1.06052 2.50393 -4.97414
47 C 2.87680 -4.94415 -2.04141
48 O 2.48879 -5.55699 -1.04370
49 N 3.38168 -3.68383 -2.04576
50 C 3.94159 -3.04257 -3.21527
51 C 3.44929 -3.01877 -0.75677
52 H 2.83084 -5.57211 -2.95398
53 H 3.83283 -3.72116 -4.05565
54 H 4.99889 -2.93383 -3.03746
55 H 3.40486 -2.14275 -3.43901
56 H 2.76659 -3.61741 -0.05950
57 H 4.42680 -3.08480 -0.37089
58 H 3.11040 -1.96878 -0.91328
59 C 4.26386 0.19984 -1.13772
60 O 4.56839 -0.51595 -2.07955
61 N 4.94623 0.33004 -0.01514
62 C 4.44300 1.24728 1.03451
63 C 6.15217 -0.41036 0.22939
64 H 3.38268 0.89628 -1.19636
65 H 4.48784 0.63524 1.90465
66 H 3.43524 1.59086 0.67927
67 H 5.18470 2.10486 1.14587
68 H 6.21487 -1.18379 -0.55048
69 H 7.05269 0.18913 0.17568
70 H 6.06984 -0.91730 1.17662
71 C 2.43890 4.62406 -0.51389
72 O 2.60112 3.76261 -1.39434
73 N 1.42731 4.74541 0.29313
74 C 1.28226 5.74218 1.28523
75 C 0.34191 3.86646 0.12871
76 H 3.28267 5.29506 -0.41097
77 H 0.95788 5.32333 2.20197
78 H 0.58157 6.51462 0.96003
79 H 2.16180 6.27789 1.62564
80 H -0.33083 3.92450 0.97577
81 H -0.14473 4.10116 -0.77916
82 H 0.67218 2.85715 0.01059
83 C -0.17738 -1.42138 5.66999
84 O 0.10044 -2.55088 5.27681
85 N -1.19254 -0.65781 5.30989
86 C -1.56158 0.54882 6.06815
87 C -2.07719 -0.99812 4.26551
88 H 0.52988 -0.97457 6.38605
89 H -0.67901 0.85563 6.63643
90 H -2.42240 0.44903 6.67702
91 H -1.84860 1.29299 5.31674
92 H -1.65890 -1.76954 3.65127
93 H -3.03649 -1.41030 4.67232
94 H -2.27819 -0.15787 3.62240
95 O -5.92898 2.56493 0.58020
96 P -5.08692 1.45796 0.08096
97 N -3.47977 1.91864 -0.37803
98 C -2.52196 2.20511 0.72200
99 C -3.54007 3.08515 -1.30176
100 N -5.58642 0.93861 -1.43052
101 C -4.76164 0.24451 -2.46363
102 C -6.97693 1.13756 -1.79977
103 N -4.82322 0.25329 1.14645
104 C -3.95352 -0.90038 0.85075
105 C -5.91704 -0.13143 2.04453
106 H -2.46266 1.33899 1.35966
107 H -2.85421 3.09905 1.23430
108 H -1.52219 2.38193 0.35565
109 H -4.00327 3.91001 -0.72519
110 H -4.17401 2.82036 -2.15749
111 H -2.50823 3.23855 -1.61249
112 H -5.20581 -0.74665 -2.67438
113 H -4.75228 0.92646 -3.37060
114 H -3.73655 0.20283 -2.08321
115 H -7.24368 0.37936 -2.52717
116 H -7.64161 1.03537 -0.92823
117 H -7.22050 2.11595 -2.22960
118 H -3.26761 -0.57044 0.07982
119 H -3.51599 -1.38088 1.72699
120 H -4.46479 -1.67460 0.29926
121 H -5.51066 -0.29976 3.10902
122 H -6.31781 -1.09893 1.68396
123 H -6.69038 0.58876 2.05259

# 2
ORCA calculation (the ωB97M-V functional and the def2-TZVPD basis) on C29H71Cr2N9O21S2 as an isolated structure in a non-equilibrium geometry.

Output
- expectation value of S² = 12.132
- charge = -2
- E_HOMO (spin up / spin down) (eV) = -1.2 / -1.4
- lowest unoccupied orbital energy (spin up / spin down) (eV) = 2.787 / 3.293
- multiplicity = 7

Geometry (Å):
1 Cr 0.46945 -0.21835 0.58227
2 Cr -2.05622 -3.33152 0.74483
3 O -0.74736 -1.79672 0.48366
4 H -0.60259 -2.00127 -0.46065
5 O 1.46162 -0.04795 -1.11546
6 H 1.99226 -0.72549 -1.57796
7 C -0.72692 -4.26427 3.88617
8 O -1.49678 -3.97622 2.73353
9 H -1.14972 -3.95384 4.84167
10 H -0.33955 -5.28297 3.90336
11 H 0.15324 -3.62652 3.96793
12 C -2.11646 1.86831 -0.29794
13 O -1.04460 1.17047 0.22191
14 H -1.92340 2.90093 -0.58865
15 H -2.31003 1.44749 -1.28463
16 H -3.02758 1.82985 0.29912
17 S -1.19386 -5.97526 -0.84049
18 O -0.19542 -6.50124 -1.70119
19 O -1.75090 -6.89006 0.18171
20 O -0.91999 -4.62597 -0.25137
21 O -2.51317 -5.90269 -1.40403
22 S 2.61436 1.47137 2.56052
23 O 3.01112 0.34902 3.34606
24 O 3.77779 2.23736 2.01154
25 O 1.64640 1.06347 1.50596
26 O 2.04817 2.50699 3.37626
27 C -0.14014 -0.65231 3.95994
28 O 0.03278 -0.77985 2.70351
29 N -0.71859 0.32972 4.68128
30 C -1.08414 1.56366 3.99517
31 C -0.82106 0.47733 6.12319
32 H 0.15466 -1.43432 4.67671
33 H -1.96316 1.99171 4.47704
34 H -1.35305 1.34802 2.96110
35 H -0.24031 2.25212 4.04062
36 H -1.81429 0.41254 6.56748
37 H -0.14898 -0.26265 6.55776
38 H -0.34419 1.45105 6.23523
39 C 0.05746 2.56377 -6.26886
40 O -0.51822 3.36181 -6.97173
41 N -0.58016 1.50446 -5.77581
42 C -0.11343 0.92613 -4.54334
43 C -1.86852 1.12899 -6.28170
44 H 1.00115 2.73375 -5.72779
45 H 0.95251 1.13620 -4.45529
46 H -0.18461 -0.14041 -4.75674
47 H -0.73181 1.16765 -3.67883
48 H -1.76330 0.10484 -6.63967
49 H -2.59041 1.20330 -5.46840
50 H -2.21078 1.60176 -7.20227
51 C 2.66654 -2.55615 1.75987
52 O 1.92654 -1.80405 0.98098
53 N 2.82344 -3.88553 1.63948
54 C 2.29358 -4.59895 0.47394
55 C 3.47653 -4.62902 2.67979
56 H 3.24435 -2.12211 2.59050
57 H 1.91057 -5.57650 0.76687
58 H 3.00007 -4.90900 -0.29602
59 H 1.66792 -3.81677 0.04403
60 H 3.40449 -3.97449 3.54841
61 H 2.90863 -5.51137 2.97485
62 H 4.51823 -4.86459 2.46192
63 C 5.94026 -1.46782 -0.75171
64 O 5.78072 -2.31981 0.14596
65 N 6.10718 -0.18540 -0.38531
66 C 5.90347 1.10276 -1.17544
67 C 6.10587 0.16052 0.99223
68 H 5.76961 -1.63680 -1.82620
69 H 4.90784 1.39699 -0.84340
70 H 5.91391 0.83493 -2.23197
71 H 6.63021 1.87902 -0.93589
72 H 6.69581 1.06750 1.12440
73 H 5.08052 0.36618 1.29958
74 H 6.44358 -0.72267 1.53446
75 C -4.17761 -1.04374 1.82489
76 O -3.54115 -1.98722 1.40928
77 N -4.62388 -0.84857 3.08493
78 C -5.53116 0.31035 3.30432
79 C -4.25292 -1.69133 4.27334
80 H -4.45464 -0.22432 1.14371
81 H -5.25049 0.77267 4.25067
82 H -6.55349 -0.01003 3.50508
83 H -5.44270 1.01529 2.47767
84 H -3.88001 -0.93758 4.96680
85 H -5.09023 -2.18068 4.77090
86 H -3.51737 -2.46973 4.07049
87 C -3.98087 4.62802 2.57157
88 O -5.07450 5.11202 2.78055
89 N -2.79480 5.33175 2.70642
90 C -1.52476 4.62237 2.92233
91 C -2.73483 6.84758 2.59219
92 H -3.81700 3.54062 2.51760
93 H -1.65471 3.66762 2.41276
94 H -1.38414 4.36202 3.97140
95 H -0.73702 5.22371 2.46850
96 H -2.03424 7.11245 1.80029
97 H -3.69864 7.28392 2.32992
98 H -2.35462 7.22649 3.54085
99 C 1.56071 -2.23859 -3.81469
100 O 0.63559 -3.01973 -3.79917
101 N 2.77515 -2.42099 -4.24348
102 C 3.37209 -3.79999 -4.45678
103 C 3.60977 -1.20658 -4.27934
104 H 1.38305 -1.16935 -3.62144
105 H 2.62691 -4.59546 -4.45125
106 H 4.03411 -4.24953 -3.71669
107 H 3.78556 -3.84894 -5.46413
108 H 4.26190 -1.20010 -5.15271
109 H 3.05765 -0.27689 -4.14168
110 H 4.34551 -1.13466 -3.47834
111 C 2.00540 3.97400 -0.17386
112 O 2.31470 4.45929 0.90081
113 N 1.77183 4.64154 -1.32225
114 C 0.88933 4.17519 -2.33168
115 C 1.99900 6.06384 -1.26404
116 H 1.79756 2.89956 -0.29462
117 H -0.05484 4.00929 -1.81291
118 H 1.09701 3.12094 -2.51478
119 H 0.90289 4.73659 -3.26589
120 H 1.09106 6.64473 -1.10187
121 H 2.60475 6.29752 -0.38850
122 H 2.63673 6.34830 -2.10098
123 C -2.58204 -2.21919 -2.45896
124 O -2.50255 -2.72604 -1.32486
125 N -3.69458 -1.60319 -2.93699
126 C -4.98607 -1.49196 -2.18427
127 C -3.90359 -0.95760 -4.26399
128 H -1.84772 -2.29737 -3.27558
129 H -4.95975 -1.58103 -1.09824
130 H -5.74500 -2.17892 -2.55873
131 H -5.50631 -0.53901 -2.28092
132 H -4.28684 0.05839 -4.16914
133 H -3.03405 -0.69617 -4.86703
134 H -4.53891 -1.58271 -4.89145

Calculated total energy values, unit eV, following the record order: -121884.6237; -166142.2642.